Entry 1:
A molecular structure, C6H12N3O2, computed with wB97M-V/def2-TZVPD.

XYZ file:
```
23
Properties=species:S:1:pos:R:3:forces:R:3
C 1.698 -0.625 0.064 -1.2 1.0 0.6
C 0.440 0.010 0.257 -2.4 0.0 -0.2
C 2.897 -0.006 0.250 -0.9 0.6 -1.4
C -2.783 0.352 0.077 -2.2 1.7 -0.3
C 4.185 -0.511 -0.230 0.1 -2.6 -0.1
C -0.976 -0.849 -0.787 1.6 -1.3 4.6
N -3.718 1.303 -0.112 -2.1 -2.4 4.2
N -2.832 -0.345 1.203 1.9 -0.7 -2.4
N -1.983 0.089 -0.945 -0.4 0.7 -0.3
O 3.027 1.233 0.697 -2.6 0.9 0.4
O 0.097 1.047 0.804 0.7 -1.0 -0.8
H 1.568 -1.553 -0.394 0.6 -1.4 -0.7
H 4.778 0.368 -0.163 1.6 -0.1 0.4
H 4.303 -0.977 -1.238 -1.0 0.9 0.3
H 4.376 -1.465 0.343 0.7 1.4 0.2
H -1.321 -1.926 -0.419 0.8 2.4 -0.9
H -0.368 -0.860 -1.588 1.5 -0.7 -3.1
H -4.472 1.444 0.625 1.7 -0.1 -1.6
H -3.574 2.003 -0.721 0.4 2.8 -2.5
H -3.401 -0.124 1.962 -0.8 0.4 1.2
H -2.061 -0.973 1.263 0.2 -0.6 0.9
H -1.973 0.707 -1.784 -0.2 -0.8 1.3
H 2.093 1.660 0.835 2.0 -1.1 0.0
```
Positions in Å, forces in eV/Å.

Computed properties:
Energy relative to the best compared isomer or geometry (same formula, charge and spin): 51.8 kcal/mol
Energy: -14974.182 eV
Total charge: +1

***

Entry 2:
C5H6O in the gas phase, computed with wB97M-V/def2-TZVPD.

XYZ file:
```
12
Properties=species:S:1:pos:R:3:forces:R:3
C 0.092 2.450 -1.242 -0.9 -0.2 -0.8
C 0.296 1.241 -0.436 -1.9 -7.0 3.0
C 0.049 0.080 0.137 2.1 9.2 -4.8
C 0.116 -0.937 1.078 -0.3 -2.8 2.6
C -0.221 -2.387 0.635 0.5 1.8 0.8
O 0.356 -0.706 2.258 0.0 0.0 -0.9
H -1.091 2.531 -1.232 2.5 0.2 -0.7
H 0.533 3.333 -0.824 -0.1 0.5 1.1
H 0.670 2.497 -2.231 -1.5 -0.9 0.9
H -0.889 -2.783 1.383 -1.0 0.1 -0.2
H 0.632 -2.999 0.869 0.8 -0.2 -0.7
H -0.544 -2.320 -0.396 -0.1 -0.8 0.0
```
Positions in Å, forces in eV/Å.

Computed properties:
Energy relative to the best compared isomer or geometry (same formula, charge and spin): 65.7 kcal/mol
Energy: -7326.435 eV

***

Entry 3:
3 unconnected molecules or ions with the total composition C4H7N3O, computed with wB97M-V/def2-TZVPD.

XYZ file:
```
15
Properties=species:S:1:pos:R:3:forces:R:3
C 0.734 0.214 1.480 -0.6 -1.2 0.1
C -0.378 1.782 0.185 0.5 3.8 4.0
C 0.099 -0.478 -0.786 -4.5 -1.0 -2.0
C 0.267 -1.856 -0.916 -0.1 3.7 -1.7
H 0.769 -1.487 1.442 0.4 4.7 0.4
H 1.735 0.945 1.841 -3.1 -2.7 -0.7
H -0.588 0.498 2.372 3.7 -0.7 -2.2
H -0.961 1.946 -0.675 -1.1 0.9 -0.6
H -0.827 1.748 1.368 -0.4 0.2 -3.3
H 0.460 2.551 0.445 -1.8 -0.2 -1.1
H 0.823 -2.515 -0.383 1.7 -1.8 1.1
N 0.344 0.658 0.047 3.0 -7.6 2.8
N -1.166 -1.343 -2.517 0.7 1.0 0.6
N -1.024 -0.324 -1.810 1.9 0.1 0.5
O -0.286 -2.337 -2.094 -0.4 0.8 2.0
```
Positions in Å, forces in eV/Å.

Computed properties:
Energy relative to the best compared isomer or geometry (same formula, charge and spin): 238.2 kcal/mol
Energy: -10769.420 eV

***

Entry 4:
2 unconnected molecules or ions with the total composition C2H9NO2, computed with wB97M-V/def2-TZVPD.

XYZ file:
```
14
Properties=species:S:1:pos:R:3:forces:R:3
C -2.384 -0.930 0.461 -1.0 -1.3 1.8
N -2.107 0.450 0.928 -0.8 0.0 0.3
C -0.808 0.910 0.586 -0.6 -0.8 -0.3
O -0.722 1.486 -0.729 0.2 -0.1 0.6
H -1.502 -1.480 0.797 0.2 -0.2 -0.5
H -3.201 -1.618 0.951 1.0 2.2 -0.4
H -2.547 -1.125 -0.602 0.2 0.7 -0.1
H -2.698 1.106 1.456 0.1 -1.3 -0.8
H -0.224 -0.002 0.666 0.8 0.3 -0.6
H -0.417 1.650 1.263 0.0 0.2 0.7
H -0.945 2.398 -0.522 0.0 0.2 -0.7
O 6.117 -0.644 -1.717 -0.4 -0.2 -0.1
H 5.230 -0.642 -2.100 0.2 0.2 0.0
H 6.208 -1.560 -1.437 0.2 0.0 0.1
```
Positions in Å, forces in eV/Å.

Computed properties:
Energy relative to the best compared isomer or geometry (same formula, charge and spin): 24.6 kcal/mol
Energy: -7803.658 eV